Record 1
Entry from OMol25: a cluster of 2 separate species, C15H39BFIN6O4P in total at a distorted geometry (ωB97M-V with the def2-TZVPD basis set).

```
68
Properties=species:S:1:pos:R:3:forces:R:3
C 2.839 -0.670 1.417 0.25 -0.22 0.09
C 3.529 -0.184 0.145 -0.21 0.25 0.35
C 2.599 0.094 -1.029 0.57 -0.28 -0.10
F 1.655 1.010 -0.611 -0.21 0.16 0.02
C 1.901 -1.134 -1.638 -0.80 0.21 0.01
C 2.805 -2.359 -1.755 0.20 0.07 0.13
C 4.009 -2.328 -2.721 0.17 -0.35 0.12
N 5.163 -2.952 -2.004 -0.03 0.02 -0.42
N 3.694 -3.145 -3.883 -0.16 0.28 -0.01
N 4.291 -0.989 -3.226 0.05 0.04 -0.18
O 0.871 -1.525 -0.744 -0.04 0.07 0.51
B -0.427 -1.417 -1.351 0.53 -0.48 -0.83
I -1.674 0.402 -0.721 -0.26 0.45 0.43
P -1.532 -2.989 -0.862 -0.97 0.53 -0.10
N -3.123 -2.881 -0.881 0.24 -0.08 -0.06
O -0.184 -1.307 -2.774 -0.32 -0.04 0.35
C 1.140 -0.883 -2.992 0.45 -0.28 -0.41
C 1.232 0.507 -3.634 -0.28 -0.09 0.45
C 1.294 0.434 -5.146 -0.27 0.08 -0.08
N 0.145 -0.282 -5.714 0.24 0.06 -0.19
H 2.190 0.097 1.829 -0.17 0.02 -0.09
H 3.594 -0.905 2.171 0.03 0.04 0.05
H 2.253 -1.568 1.242 -0.12 0.04 -0.04
H 4.033 0.759 0.373 0.08 0.03 -0.04
H 4.310 -0.891 -0.135 0.05 -0.06 -0.18
H 3.182 0.599 -1.797 0.03 -0.06 -0.06
H 3.161 -2.627 -0.764 -0.01 0.00 0.08
H 2.147 -3.168 -2.072 -0.01 -0.05 0.00
H 5.801 -3.291 -2.716 0.15 -0.01 -0.01
H 5.683 -2.252 -1.485 -0.12 0.01 0.23
H 4.375 -3.011 -4.618 0.15 -0.13 -0.04
H 3.679 -4.118 -3.615 -0.08 -0.14 -0.01
H 4.917 -0.498 -2.603 -0.04 0.09 0.17
H 4.773 -1.044 -4.114 0.03 -0.02 -0.12
H -1.060 -3.346 0.431 0.32 -0.18 -0.08
H -1.080 -4.052 -1.685 0.41 -0.07 0.18
H -3.534 -3.580 -1.485 -0.10 -0.05 0.02
H 1.552 -1.593 -3.719 0.24 0.05 0.01
H 2.122 1.012 -3.266 0.04 0.14 -0.20
H 0.368 1.089 -3.312 -0.06 0.00 0.01
H 1.247 1.445 -5.555 0.15 0.08 0.01
H 2.259 -0.001 -5.439 0.08 -0.06 -0.02
H 0.241 -0.276 -6.722 -0.09 -0.02 -0.09
H 0.163 -1.257 -5.442 -0.13 -0.02 0.23
C -5.994 0.761 3.395 0.01 -0.07 0.05
O -4.746 0.398 3.939 -0.06 0.12 -0.06
C -3.688 0.326 2.975 0.14 -0.16 0.02
C -2.680 1.429 3.191 -0.04 0.15 0.05
N -3.238 2.735 2.862 -0.02 -0.04 0.21
C -2.407 3.868 3.240 -0.10 0.01 -0.17
C -2.088 4.078 4.716 0.18 0.07 0.00
O -3.200 4.444 5.516 -0.05 -0.05 0.02
C -3.992 3.367 5.976 -0.05 0.13 0.05
H -6.744 0.613 4.173 0.01 0.00 0.01
H -6.023 1.811 3.080 0.00 -0.02 -0.06
H -6.251 0.135 2.536 -0.02 0.02 -0.02
H -4.083 0.345 1.957 0.01 0.07 -0.02
H -3.187 -0.634 3.113 -0.03 -0.03 -0.02
H -1.815 1.238 2.553 0.00 0.02 -0.07
H -2.349 1.373 4.240 0.04 -0.09 -0.02
H -4.144 2.829 3.301 -0.03 0.00 -0.01
H -2.904 4.774 2.882 0.03 0.02 -0.01
H -1.460 3.791 2.696 0.03 -0.02 0.01
H -1.391 4.918 4.782 -0.01 0.01 0.02
H -1.581 3.211 5.155 -0.07 -0.05 -0.02
H -3.392 2.472 6.158 -0.01 -0.04 -0.03
H -4.794 3.117 5.276 0.04 -0.09 -0.01
H -4.452 3.677 6.916 0.02 0.01 0.00
```
Forces are in eV/Å.

Its charge is -1. For the LUMO energy, the calculation gives 2.337 eV. The value obtained for the gap between HOMO and LUMO is 6.395 eV. As for the total energy: -1988.28767 a.u.

***

Record 2
Entry from OMol25: a cluster of 6 separate species, C9H31NO6 in total (ωB97M-V with the def2-TZVPD basis set).

```
47
Properties=species:S:1:pos:R:3:forces:R:3
C -0.959 -4.681 -1.551 0.12 -0.62 -0.21
O -0.965 -3.462 -0.877 -0.05 0.20 0.15
C -2.235 -2.837 -0.904 0.27 -0.01 0.23
C -2.086 -1.449 -0.336 -0.61 0.37 -0.05
C -3.471 -0.799 -0.221 0.27 -0.10 0.14
N -1.216 -0.661 -1.224 0.38 -0.30 0.59
H -1.684 -5.405 -1.149 -0.10 0.23 0.03
H 0.024 -5.137 -1.422 0.04 0.15 -0.10
H -1.164 -4.546 -2.622 0.02 -0.05 0.05
H -2.600 -2.768 -1.937 -0.08 -0.08 0.03
H -2.933 -3.409 -0.277 -0.11 -0.05 -0.20
H -1.713 -1.556 0.694 0.29 0.07 -0.15
H -3.368 0.260 0.021 -0.03 0.02 -0.05
H -4.026 -1.267 0.595 -0.06 0.01 -0.07
H -4.046 -0.894 -1.143 0.06 0.06 -0.05
H -0.340 -1.182 -1.282 -0.12 -0.01 -0.21
H -0.929 0.190 -0.742 -0.24 0.06 -0.20
C 3.231 3.239 -0.262 0.33 0.08 -0.64
O 4.171 2.200 -0.026 0.02 -0.14 0.12
H 2.571 3.276 0.597 -0.09 0.10 0.04
H 3.741 4.198 -0.409 -0.08 0.03 0.29
H 2.652 3.055 -1.172 -0.21 -0.11 0.22
H 4.635 2.008 -0.844 0.01 0.02 -0.01
C -0.678 2.165 1.028 -0.25 -0.27 0.29
O -0.086 2.061 -0.262 -0.01 0.19 0.33
H -1.196 3.104 1.226 0.07 0.11 -0.30
H -1.404 1.356 1.147 0.01 0.04 0.12
H 0.084 2.046 1.802 0.01 0.01 -0.02
H -0.269 2.847 -0.789 0.25 -0.02 -0.09
C 0.313 -1.705 3.957 -0.25 -0.15 -0.17
O -0.443 -0.719 3.280 -0.24 0.07 0.11
H 1.002 -1.250 4.673 0.08 -0.07 0.02
H -0.383 -2.354 4.491 0.04 0.09 0.11
H 0.862 -2.346 3.261 0.10 0.08 0.01
H 0.002 -0.496 2.453 0.24 -0.05 -0.17
C 2.489 0.084 2.029 -0.35 0.07 -0.47
O 1.410 -0.231 1.121 0.39 0.20 0.35
H 2.178 0.907 2.678 0.17 -0.05 0.17
H 2.704 -0.799 2.623 -0.08 -0.05 0.04
H 3.376 0.373 1.467 0.05 0.04 0.07
H 1.277 0.575 0.605 -0.15 -0.16 -0.28
C 0.098 2.346 -3.470 -0.49 0.13 -0.34
O 0.454 3.434 -2.612 -0.02 -0.16 -0.12
H -0.772 2.592 -4.095 0.13 0.15 0.09
H 0.915 2.084 -4.143 0.09 -0.18 0.17
H -0.208 1.500 -2.859 0.28 -0.04 0.10
H 0.985 4.052 -3.119 -0.09 0.10 0.06
```
Forces are in eV/Å.

Its structure (SMILES) is COC[C@H](C)N.CO.CO.CO.CO.CO. For the LUMO energy, the calculation gives 0.457 eV. The value obtained for the gap between HOMO and LUMO is 9.493 eV. As for the total energy: -867.59519 a.u.

***

Record 3
Entry from OMol25: a structure of composition C18H10BrN2NiO5 (ωB97M-V with the def2-TZVPD basis set).

```
37
Properties=species:S:1:pos:R:3:forces:R:3
Ni 0.102 0.662 -0.194 -0.82 0.02 0.39
O -1.908 6.370 -0.028 0.01 0.13 -0.02
C -1.434 5.261 -0.091 -0.12 -0.03 0.05
C -1.697 4.231 -1.168 -0.06 -0.08 -0.08
O -2.462 4.345 -2.114 0.02 0.06 -0.04
C -0.895 3.080 -0.796 0.09 -0.17 -0.48
C -0.363 3.231 0.490 -0.07 -0.12 0.51
O 0.165 2.243 1.106 0.25 0.14 -0.13
C -0.504 4.625 0.926 0.23 -0.04 -0.05
O 0.031 5.183 1.864 -0.13 0.03 0.14
O -0.716 1.983 -1.455 -0.06 0.06 -0.14
Br 2.524 1.117 -0.695 0.58 0.07 -0.06
C 2.988 -0.694 -0.320 -0.06 0.06 -0.06
C 4.297 -0.989 -0.096 0.06 -0.12 0.03
C 4.664 -2.338 0.121 0.02 0.09 -0.01
C 3.720 -3.320 0.065 -0.08 -0.02 -0.01
C 2.356 -3.011 -0.185 0.01 0.02 -0.03
C 1.378 -4.027 -0.308 0.02 0.01 0.03
C 0.081 -3.693 -0.569 -0.03 0.06 -0.02
C -0.311 -2.336 -0.655 -0.12 -0.14 0.02
C 0.571 -1.292 -0.525 0.41 0.18 0.09
C 1.944 -1.658 -0.340 0.04 -0.15 -0.10
H 5.042 -0.205 -0.090 -0.01 -0.03 -0.01
H 5.702 -2.581 0.312 -0.02 0.00 0.00
H 3.998 -4.359 0.204 0.00 0.02 -0.01
H 1.679 -5.063 -0.196 0.01 0.01 -0.02
H -0.663 -4.474 -0.691 0.00 0.00 0.01
H -1.365 -2.125 -0.815 0.00 -0.01 0.05
N -4.035 0.150 0.219 -0.07 -0.01 0.03
C -3.744 -0.495 1.402 -0.04 0.06 -0.07
C -2.394 -0.419 1.531 0.11 0.08 -0.08
N -1.869 0.263 0.458 -0.12 -0.13 -0.10
C -2.875 0.592 -0.316 -0.10 0.01 0.17
H -4.949 0.304 -0.168 0.03 0.01 0.01
H -4.505 -0.923 2.031 0.01 0.00 -0.03
H -1.766 -0.797 2.319 0.00 0.00 -0.03
H -2.789 1.157 -1.232 0.00 -0.06 0.04
```
Forces are in eV/Å.

Its charge is -1. As for the multiplicity: 3. For the LUMO energy (spin up / spin down), the calculation gives 2.580 / 2.569 eV. The value obtained for the gap between HOMO and LUMO (spin up / spin down) is 6.619 / 6.569 eV. As for the total energy: -5260.05335 a.u.